No. 1
Density functional theory data (the ωB97M-V functional and the def2-TZVPD basis) for a structure of composition C14H23N4O2PPdS3.

Cartesian coordinates (Å):
H: 1.785 -5.644 -1.500
S: -1.372 -2.024 1.282
C: 2.011 2.418 0.331
C: -5.255 -2.282 1.767
P: 2.314 -1.228 0.117
O: 2.315 -2.881 0.289
C: -2.703 3.663 0.552
N: -4.746 -0.583 0.029
H: 4.976 1.317 -1.239
H: 3.234 -0.215 -2.134
C: -0.202 3.053 0.431
C: 0.148 4.404 0.401
H: -6.228 -2.003 -0.156
C: -3.411 -0.238 0.060
H: 4.425 -1.505 -2.294
H: -5.635 -3.295 1.916
N: 0.727 2.087 0.388
H: -3.649 3.206 0.826
H: 0.768 -4.984 -0.200
O: 3.937 -0.997 -0.354
C: 2.439 3.737 0.297
H: 1.558 -3.130 -1.619
S: -2.253 -1.436 -0.525
H: 2.428 -5.479 0.142
H: 3.498 3.954 0.252
H: 3.241 -3.637 -1.400
S: 2.268 -0.621 2.033
H: -4.582 -2.616 -0.255
H: -2.824 4.151 -0.419
C: 5.269 0.406 -1.764
H: -4.244 -2.232 2.174
H: 5.505 0.664 -2.799
N: -3.168 0.973 0.445
C: 4.155 -0.622 -1.698
H: -5.303 0.152 0.445
C: 2.253 -3.616 -0.920
H: 1.783 5.786 0.308
H: 6.173 0.023 -1.289
C: -1.636 2.616 0.479
H: 2.704 1.585 0.342
H: -5.897 -1.595 2.324
C: 1.780 -5.019 -0.604
H: -0.603 5.180 0.423
Pd: 0.049 -0.089 0.794
C: -5.230 -1.928 0.285
H: -2.447 4.431 1.283
C: 1.489 4.743 0.331
N: -1.844 1.350 0.424

orbital gap (alpha / beta) = 5.50 / 5.84 eV
LUMO energy (alpha / beta) = 0.095 / 0.095 Eh
highest occupied orbital energy (alpha / beta) = -2.9133 / -3.2459 eV
charge = -1
spin multiplicity = 2
relative energy (zero: lowest compared OMol25 entry of this formula, charge and spin) = 261.11 kJ/mol

Atomic partial charges in e from the natural (NBO) method, atoms 1 to 6: 0.188, -0.516, 0.079, -0.630, 1.090, -0.826

No. 2
Density functional theory data (the ωB97M-V functional and the def2-TZVPD basis) for an isolated molecule of C5H6N2O.

Cartesian coordinates (Å):
H: -1.094 -0.254 -1.476
C: 0.820 0.058 -0.121
H: 2.352 -1.249 0.896
H: 2.865 0.212 0.250
H: -0.943 -0.531 1.465
H: 2.277 -0.720 -0.989
C: -0.535 -0.769 -0.603
O: -1.734 -1.545 -0.187
N: -0.776 1.730 -0.185
N: 0.544 1.392 -0.259
C: 2.128 -0.502 0.200
H: -2.710 1.490 0.455
C: -1.389 -0.250 0.430
C: -1.804 0.936 0.124

orbital gap = 8.85 eV
LUMO energy = -0.010 Eh
highest occupied orbital energy = -9.1336 eV
relative energy (zero: lowest compared OMol25 entry of this formula, charge and spin) = 797.88 kJ/mol

Atomic partial charges in e from the natural (NBO) method, atoms 1 to 6: 0.214, 0.344, 0.257, 0.242, 0.225, 0.262

No. 3
Density functional theory data (the ωB97M-V functional and the def2-TZVPD basis) for the ion C8H9N2 with charge +1.

Cartesian coordinates (Å):
H: -1.908 1.967 -0.656
H: -0.259 1.439 1.884
C: 2.508 0.049 -1.261
C: 2.341 -1.140 -0.593
H: 3.116 -1.883 -0.541
H: 3.460 0.130 -1.686
C: 0.314 -0.439 0.021
C: 1.571 1.104 -1.253
N: 1.141 -1.474 -0.094
C: 0.381 0.779 -0.616
C: -1.107 -0.233 0.495
C: -2.178 -1.222 0.722
C: -1.062 1.084 -0.203
N: -1.052 1.086 1.343
H: -1.733 -1.820 1.649
H: -1.959 1.143 1.796
H: 1.743 2.095 -1.810
H: -3.122 -0.933 1.023
H: -2.193 -1.733 -0.218

orbital gap = 10.02 eV
LUMO energy = -0.130 Eh
highest occupied orbital energy = -13.5620 eV
charge = +1
relative energy (zero: lowest compared OMol25 entry of this formula, charge and spin) = 212.97 kJ/mol

Atomic partial charges in e from the natural (NBO) method, atoms 1 to 6: 0.302, 0.449, -0.227, 0.064, 0.226, 0.239